# 1
26 unconnected molecules or ions with the total composition C26H104N52O26 at a distorted geometry, computed with ωB97M-V/def2-TZVPD.

The geometry in XYZ format:
```
208
Properties=species:S:1:pos:R:3:forces:R:3:lowdin_charge:R:1
C 0.5555 -4.2907 1.8414 -3.569 -2.083 0.726 -0.77
O -0.3303 -4.0290 1.0368 -0.372 1.376 -1.950 0.01
N 0.3696 -5.3454 2.5872 -1.286 -2.889 1.455 0.21
N 1.5612 -3.5904 2.1570 4.263 3.896 -0.340 0.19
H 0.8974 -5.6983 3.3728 -0.039 0.178 -0.330 0.13
H -0.4872 -5.7984 2.3033 0.170 -0.911 0.462 0.07
H 1.7500 -2.8683 1.4765 0.654 0.580 0.533 0.09
H 2.0809 -3.6991 3.0162 -0.154 0.145 -0.406 0.13
C -2.5951 -6.4207 1.3321 3.216 -4.351 3.164 -0.69
O -1.7344 -7.3650 1.3712 -1.234 2.182 -0.249 -0.03
N -3.1427 -5.9874 0.2608 -2.137 2.149 -4.119 0.20
N -3.0462 -5.8951 2.4936 -0.643 0.967 0.165 0.18
H -3.7422 -5.1746 0.2492 -0.321 0.121 0.640 0.06
H -2.8454 -6.1688 -0.6873 0.628 -0.854 0.508 0.11
H -2.6709 -6.1522 3.3954 -0.009 -0.127 -0.328 0.10
H -3.6887 -5.1216 2.3987 0.114 -0.124 0.577 0.08
C 2.0117 4.4891 0.7023 2.707 -0.088 -1.077 -0.85
O 2.7080 3.9330 -0.0987 1.897 -2.217 -3.311 0.02
N 2.2676 5.6477 1.1688 1.986 6.004 1.037 0.18
N 1.0434 4.0088 1.3149 -6.525 -4.678 3.246 0.22
H 1.6683 5.9845 1.9087 0.363 0.673 0.026 0.07
H 3.0536 6.1703 0.8093 -0.105 -0.102 0.318 0.14
H 0.6649 4.5126 2.1043 -0.516 0.007 -0.064 0.09
H 0.6785 3.0808 1.1544 0.294 0.395 0.127 0.10
C 1.8152 -1.8646 -2.7587 0.111 4.945 -2.635 -0.84
O 2.7762 -1.1167 -2.6321 1.784 0.988 0.186 0.01
N 1.5880 -2.9148 -2.1845 0.684 -8.104 6.045 0.20
N 0.7748 -1.6167 -3.5060 -2.551 3.314 -3.889 0.19
H 2.2078 -3.1963 -1.4384 0.012 -0.722 0.086 0.09
H 0.6582 -3.3073 -2.2236 0.053 -0.441 0.354 0.07
H 0.7920 -0.7234 -3.9769 -0.127 0.163 -0.298 0.06
H -0.0800 -2.1538 -3.5369 0.409 0.146 0.249 0.08
C -2.1539 -4.7244 5.8317 -0.541 -2.447 1.026 -0.89
O -1.4074 -5.6404 5.7631 3.460 -3.570 0.894 0.07
N -3.1096 -4.5774 6.6794 -2.998 -0.472 5.095 0.19
N -2.2710 -3.9309 4.8866 0.311 5.758 -6.814 0.19
H -3.0206 -5.1748 7.4889 -0.529 0.304 0.088 0.13
H -3.7303 -3.7809 6.6610 0.298 -0.338 0.352 0.07
H -2.9682 -3.2004 4.8693 0.494 0.025 -0.475 0.09
H -1.6044 -4.0928 4.1453 -0.308 0.598 -0.300 0.11
C 2.0470 1.8653 -4.7161 -1.083 0.092 1.519 -0.80
O 1.1982 1.0330 -4.5155 -1.721 -2.269 -0.098 0.03
N 2.3592 2.3709 -5.8536 0.354 0.537 -4.423 0.20
N 2.6563 2.4852 -3.7540 2.016 1.024 3.582 0.18
H 1.9005 1.9063 -6.6243 0.553 0.631 -0.405 0.13
H 3.1197 3.0341 -5.8971 -0.316 -0.367 -0.809 0.13
H 3.1108 3.3640 -3.9571 -0.082 -0.329 0.662 0.10
H 2.4581 2.1708 -2.8148 0.179 0.473 -0.040 0.11
C -0.4829 0.2067 0.0647 -0.845 2.668 0.469 -0.76
O -1.5387 0.6319 0.5440 -0.926 0.084 0.974 -0.02
N 0.5310 0.9521 -0.3124 1.233 1.747 -0.414 0.23
N -0.2192 -1.0050 -0.2149 -0.065 -6.796 -0.796 0.23
H 1.2929 0.3653 -0.6212 0.582 1.218 -0.065 0.08
H 0.5819 1.9458 -0.1392 0.155 -0.383 -0.773 0.09
H 0.3853 -1.3164 -0.9617 0.353 0.533 0.199 0.10
H -0.6369 -1.8320 0.1871 -0.779 0.161 0.228 0.10
C 6.3847 3.8839 -1.4619 -1.449 -1.410 4.891 -0.78
O 6.7845 3.2786 -0.4467 0.831 0.257 -1.424 0.00
N 6.9718 4.2895 -2.5243 4.725 -0.131 -2.449 0.18
N 5.1544 4.3089 -1.5060 -4.113 0.972 -0.346 0.15
H 6.4687 4.6865 -3.3050 0.952 -0.253 0.112 0.12
H 7.9362 3.9951 -2.4658 0.207 0.355 -1.438 0.14
H 4.4769 4.1969 -0.7654 -0.134 -0.028 -0.281 0.06
H 4.9295 4.7123 -2.4042 -1.076 0.191 0.769 0.09
C -0.1124 8.2010 -0.8212 -0.540 0.531 -4.237 -0.75
O -0.6626 8.9308 -1.6494 -0.355 -0.593 0.618 0.02
N 0.2842 8.5702 0.3452 1.419 2.168 5.280 0.16
N 0.3129 6.9509 -1.0537 -0.652 -0.788 -0.819 0.17
H 0.3333 9.5379 0.6305 -0.203 -0.185 -0.405 0.12
H 0.8848 7.9365 0.8529 -0.276 0.362 0.232 0.08
H 0.0036 6.5602 -1.9322 0.711 -0.521 0.313 0.09
H 0.9859 6.6114 -0.3814 -0.225 -0.926 -0.865 0.06
C -3.4378 3.2479 5.8293 0.911 0.438 2.443 -0.77
O -3.3428 3.2009 7.0350 -0.156 0.422 1.573 0.04
N -3.6437 4.3455 5.1357 -1.494 3.430 -1.425 0.15
N -3.1724 2.2237 5.0867 0.552 -3.622 -3.018 0.19
H -3.6316 5.2565 5.5716 -0.223 -0.557 0.287 0.12
H -3.7985 4.3114 4.1382 0.067 -0.215 0.429 0.04
H -3.3301 2.2502 4.0894 0.400 -0.028 0.447 0.06
H -2.7715 1.3872 5.4862 -0.471 -0.028 0.191 0.08
C -5.8791 3.3510 -3.2476 2.676 -1.296 -0.600 -0.85
O -6.4479 4.1190 -2.5867 -3.386 3.899 3.449 0.08
N -6.1226 3.0552 -4.4812 -2.844 -0.684 -5.396 0.16
N -4.7572 2.7649 -2.9047 3.101 -1.890 1.864 0.18
H -5.7197 2.2698 -4.9718 -0.058 0.278 0.231 0.12
H -6.9366 3.4683 -4.9134 0.085 -0.204 0.129 0.12
H -4.3763 2.0929 -3.5554 0.573 0.111 0.715 0.10
H -4.2813 3.0551 -2.0625 -0.026 -0.378 -0.269 0.09
C 3.1012 0.3022 0.8057 0.478 -0.677 -0.692 -0.74
O 2.6672 -0.8421 0.9812 -0.334 -1.057 -0.286 -0.04
N 3.1316 1.1329 1.8154 -0.348 1.321 2.505 0.21
N 3.5459 0.7992 -0.3430 0.425 0.196 -1.138 0.21
H 2.7913 0.7095 2.6669 0.218 0.692 -0.029 0.10
H 3.4841 2.0788 1.7823 -0.056 -0.230 0.040 0.12
H 3.7832 0.1759 -1.1015 -0.242 -0.088 -0.061 0.09
H 3.9263 1.7347 -0.3251 0.096 -0.086 -0.265 0.09
C -1.9046 -3.9761 -2.8244 -1.018 -0.952 -2.893 -0.72
O -1.0566 -3.8477 -1.9924 2.335 1.318 1.766 0.01
N -3.1541 -4.2453 -2.5459 -3.372 -0.652 2.909 0.20
N -1.7379 -4.0332 -4.1589 0.760 0.519 -0.839 0.19
H -3.3640 -4.3021 -1.5596 -0.092 0.397 -0.085 0.07
H -3.9924 -4.1923 -3.1068 0.632 0.253 -0.379 0.13
H -0.8087 -3.9980 -4.5532 -0.417 -0.273 -0.213 0.11
H -2.5403 -4.4519 -4.6071 0.824 0.168 -0.744 0.12
C -4.0451 -2.6420 1.0623 1.448 -1.117 0.222 -0.72
O -4.6324 -3.3986 0.3086 0.441 -1.258 -0.576 0.03
N -4.5123 -1.4857 1.3727 -3.950 6.473 1.037 0.15
N -2.8929 -2.7178 1.7578 0.599 -2.404 -0.603 0.20
H -5.3338 -1.0423 0.9871 -0.154 -0.925 -0.358 0.12
H -3.9966 -0.7831 1.8830 0.432 -0.697 -0.403 0.05
H -2.2350 -3.4374 1.4944 0.636 0.073 0.451 0.07
H -2.7494 -2.0054 2.4593 1.064 -0.462 -0.177 0.05
C -0.4726 -1.0469 3.9860 1.588 0.578 0.951 -0.77
O -1.5349 -0.8511 3.5248 -5.993 0.226 -2.472 0.04
N 0.6091 -0.8620 3.2608 2.894 0.281 -0.486 0.20
N -0.3086 -1.3511 5.2601 1.199 -0.553 1.458 0.20
H 0.5899 -0.7723 2.2550 0.063 0.095 0.235 0.08
H 1.4556 -0.6685 3.7766 0.126 -0.292 -0.688 0.10
H 0.6453 -1.2461 5.5750 -0.546 -0.301 0.861 0.11
H -1.1274 -1.3020 5.8494 0.346 0.274 0.237 0.10
C 0.0537 -7.1905 -1.9085 0.586 -5.171 2.399 -0.81
O 0.1089 -8.4078 -1.6966 -0.365 -0.257 -0.910 0.01
N -0.4117 -6.3626 -1.0604 -2.679 2.771 3.821 0.19
N 0.6087 -6.5629 -2.8618 3.204 2.729 -6.508 0.18
H -0.8258 -6.7423 -0.2211 0.188 0.018 0.328 0.07
H -0.4006 -5.3747 -1.2707 -0.303 -0.264 0.698 0.06
H 1.0555 -7.0086 -3.6504 -0.133 -0.208 0.470 0.12
H 0.7934 -5.5749 -2.7632 0.055 -0.312 -0.116 0.09
C -3.0263 -0.4805 -2.8718 -3.242 -0.398 -0.169 -0.70
O -3.8065 -0.7689 -3.8253 1.823 0.336 1.805 -0.04
N -3.3420 -0.5538 -1.5561 -2.404 -1.023 1.920 0.17
N -1.8362 0.0531 -2.9330 2.519 0.682 -2.095 0.19
H -2.7574 -0.3404 -0.7607 0.567 0.228 -0.478 0.05
H -4.2456 -0.8476 -1.2137 -0.025 -0.129 -0.877 0.09
H -1.3950 0.0515 -3.8415 0.328 0.520 0.362 0.11
H -1.3812 0.3720 -2.0895 0.191 0.041 -0.740 0.08
C -1.8151 3.8742 -1.1970 -1.049 1.479 0.945 -0.69
O -1.0717 3.3890 -2.0394 -0.413 0.562 -1.159 0.02
N -2.5903 5.0095 -1.1769 0.113 1.645 -3.190 0.17
N -1.9785 3.3092 -0.0356 0.420 -2.427 2.672 0.18
H -3.2372 5.3591 -0.4844 0.422 -0.853 0.284 0.11
H -2.7184 5.4995 -2.0507 0.294 0.082 0.024 0.11
H -1.6936 2.3420 0.0245 0.002 -0.139 0.559 0.05
H -2.4598 3.7253 0.7488 -0.019 -0.118 -0.334 0.06
C 5.9204 -2.6268 1.5522 1.143 -1.600 -0.486 -0.75
O 7.0241 -3.1101 1.4173 1.013 -0.298 0.667 0.04
N 5.3868 -1.8738 0.6052 -0.459 1.329 -0.989 0.18
N 5.0756 -2.9486 2.5412 -1.157 -0.247 1.892 0.16
H 5.9515 -1.9805 -0.2255 -0.649 0.386 -0.297 0.11
H 4.3796 -1.8080 0.6403 0.022 0.216 -0.910 0.05
H 4.2332 -2.4006 2.6420 0.200 -0.162 0.232 0.07
H 5.4115 -3.5254 3.2992 -0.045 0.345 -0.176 0.11
C 5.1749 -3.1799 -4.3728 3.253 0.811 -1.080 -0.75
O 6.0592 -3.1301 -5.2298 0.153 -0.068 0.294 0.00
N 5.3069 -2.7600 -3.1056 0.051 0.114 0.992 0.18
N 3.9952 -3.6543 -4.6639 -2.721 -0.999 -0.630 0.18
H 6.1291 -2.2156 -2.8873 -0.311 0.063 -0.108 0.11
H 4.4057 -2.5219 -2.7168 0.445 0.511 0.737 0.05
H 3.9477 -4.0921 -5.5728 -0.573 0.058 0.383 0.12
H 3.2874 -3.6389 -3.9436 -0.260 -0.591 -0.563 0.08
C -3.9579 -1.0184 6.0714 1.738 2.685 -6.079 -0.87
O -3.1437 -0.2585 6.3922 5.923 4.803 1.567 0.09
N -4.4482 -1.7606 6.9034 -5.746 -6.965 5.644 0.19
N -4.2809 -1.1597 4.7738 -1.611 -0.769 -1.792 0.19
H -4.0838 -1.8027 7.8444 -0.481 0.373 -0.130 0.16
H -5.3565 -2.1135 6.6376 -0.078 -0.589 0.979 0.14
H -3.6983 -0.7279 4.0707 0.047 -0.013 0.450 0.06
H -4.9804 -1.8379 4.5075 0.220 0.178 -0.360 0.11
C -4.4098 2.7485 2.0909 -0.260 0.301 0.254 -0.64
O -3.5774 3.6720 2.3206 -1.703 -1.838 -0.814 -0.05
N -4.2490 1.4407 2.1281 3.888 -2.049 0.493 0.16
N -5.6979 2.8420 1.8374 -3.011 4.374 -0.782 0.19
H -3.2819 1.1782 2.0025 0.155 -1.101 0.228 0.09
H -5.0278 0.8367 2.3489 0.576 0.144 -0.086 0.11
H -5.9741 3.7910 1.6292 -0.626 0.005 0.148 0.13
H -6.2364 2.1471 1.3402 0.491 0.143 0.036 0.13
C 3.3693 -5.6923 -0.1400 0.573 -0.503 -1.562 -0.74
O 2.9707 -4.8258 -0.8822 -1.031 2.008 -0.510 0.02
N 3.8470 -6.8094 -0.6171 1.520 -3.693 -2.024 0.18
N 3.4824 -5.6682 1.1549 -0.520 1.026 4.004 0.19
H 4.1357 -7.5726 -0.0218 -0.110 0.257 -0.215 0.11
H 4.0044 -6.9611 -1.6031 -0.293 0.335 0.234 0.12
H 3.7678 -6.5021 1.6482 -0.175 0.365 -0.070 0.12
H 2.9051 -4.9965 1.6405 0.379 -0.176 -0.036 0.05
C 0.7843 5.4497 -4.4537 -1.088 -1.318 -0.610 -0.85
O 1.4994 6.1941 -5.0103 3.704 3.379 -1.886 0.07
N 0.9726 4.8784 -3.3122 1.353 -1.089 4.528 0.16
N -0.2917 4.9853 -5.0509 -3.010 -0.736 -1.824 0.17
H 1.8207 5.0606 -2.7949 -0.317 0.088 -0.013 0.11
H 0.3711 4.1266 -3.0073 0.134 0.056 0.229 0.06
H -0.2222 5.0388 -6.0571 -0.791 -0.059 0.279 0.12
H -0.9751 4.4564 -4.5281 0.067 -0.195 -0.634 0.09
C -1.0737 6.4257 3.2091 2.983 1.477 -0.664 -0.65
O 0.1142 6.1640 2.8823 -1.416 -0.097 0.308 -0.03
N -1.4923 7.6394 3.5361 -0.029 2.415 0.683 0.17
N -2.0784 5.6273 3.2927 -1.813 -3.926 -0.543 0.17
H -0.9638 8.4799 3.3507 -0.184 -0.322 0.235 0.12
H -2.4203 7.6465 3.9349 0.445 1.021 -0.179 0.11
H -3.0137 5.9292 3.5254 0.581 0.069 -0.365 0.10
H -2.0217 4.6570 3.0182 0.182 0.203 0.244 0.09
C 6.2598 0.4739 -4.7394 4.069 -0.069 -0.311 -0.81
O 7.4219 0.8421 -4.6042 0.575 1.311 0.013 0.01
N 5.4422 0.3928 -3.7615 -3.963 -0.190 4.049 0.19
N 5.8541 0.0041 -5.8854 -0.899 -0.594 -4.221 0.17
H 4.5559 -0.0740 -3.8904 -0.146 0.285 0.266 0.08
H 5.5678 0.9320 -2.9167 0.326 -0.290 -0.254 0.11
H 6.5197 0.1843 -6.6235 -0.124 -0.523 0.100 0.12
H 5.0989 -0.6331 -6.0942 0.152 0.207 0.453 0.11
```
Forces are in eV/Å.

## Properties
- Total charge: 0

# 2
A gas-phase ion, C8H18N2OP (charge +1) at a distorted geometry, computed with ωB97M-V/def2-TZVPD.

The geometry in XYZ format:
```
30
Properties=species:S:1:pos:R:3:forces:R:3:lowdin_charge:R:1
C -3.6203 0.8896 -1.9560 0.316 0.957 -1.150 0.04
C -2.3674 0.6091 -1.6742 0.035 -2.486 1.216 -0.19
C -1.9123 -0.6455 -0.8777 2.151 1.673 -0.833 -0.13
C -1.2219 -0.2662 0.4368 1.033 1.976 0.945 -0.58
N -1.2713 -1.1961 1.5481 -0.113 -3.205 -2.406 0.02
P -1.8468 1.4155 1.4602 0.058 -1.120 -1.417 1.09
O -0.5628 2.0710 1.7982 -0.052 0.174 0.240 -0.47
C 0.2842 -0.1042 0.1355 1.361 -1.487 -0.845 -0.30
N 1.0764 -0.0356 1.4477 -2.622 4.946 -0.663 0.20
C 0.7138 1.0497 -0.7971 -0.351 -0.080 0.219 -0.18
C 2.0543 0.8390 -1.4320 0.440 0.803 -1.897 -0.29
C 2.0845 -0.4531 -2.1672 0.022 -3.160 -1.875 -0.13
H -3.7324 1.7675 -2.6079 -0.581 -0.395 0.454 0.08
H -4.4510 0.2487 -1.7414 -0.359 -0.049 0.290 0.07
H -1.5864 1.1889 -2.0579 0.592 1.028 -0.488 0.05
H -2.7554 -1.1874 -0.6250 -1.714 -1.492 0.183 0.08
H -1.1266 -1.2604 -1.4578 -1.551 0.677 0.551 0.15
H -1.7255 -2.1327 1.3203 0.842 1.658 0.429 0.15
H -1.7138 -0.8334 2.3165 -1.688 0.716 2.495 0.00
H 0.6417 -1.1138 -0.2544 -0.825 1.324 0.103 0.14
H 0.8853 1.0399 1.6051 0.630 -1.831 0.409 0.14
H 2.0665 -0.1382 1.4432 0.732 -0.978 0.028 0.15
H 0.4383 -0.4494 2.1291 0.820 -1.165 0.412 0.12
H 0.8253 2.0070 -0.2258 -0.967 -0.601 -0.620 0.13
H 0.0428 1.0951 -1.7197 0.671 0.213 1.928 0.12
H 1.9869 1.5834 -2.2595 0.863 -0.045 0.705 0.13
H 2.9434 1.0618 -0.8405 -0.120 -0.115 0.192 0.12
H 1.8081 -1.3790 -1.5519 1.413 1.053 -0.602 0.08
H 2.9593 -0.6699 -2.9161 -1.314 0.466 1.941 0.12
H 1.2047 -0.5233 -2.8431 0.280 0.548 0.057 0.08
```
Forces are in eV/Å.

## Properties
- SMILES: C=CC[C@](N)(P=O)[C@H]([NH3+])CCC
- Total charge: +1

Record-wise total energy values, in eV: -159386.5865 -22895.5302
Record-wise energy relative to the best compared isomer or geometry (same formula, charge and spin) values, in kcal/mol: 405.3 43.0